{"formula": "C2H8OS2", "method": "ωB97M-V/def2-TZVPD", "elements": ["C", "O", "H", "H", "H", "H", "C", "S", "S", "H", "H", "H", "H"], "xyz": [[-0.004793, 2.274631, 1.710908], [-0.432817, 1.715639, 0.471452], [-0.976926, 2.784215, 2.309998], [0.716026, 3.095059, 1.539271], [0.549066, 1.732489, 2.413025], [-0.467469, 2.355306, -0.267552], [0.879546, -1.566543, -1.500749], [-0.823145, -1.235033, -0.891816], [-1.776534, -2.969765, -1.178168], [1.402881, -2.445610, -1.133782], [0.904393, -1.640168, -2.543165], [1.461671, -0.675624, -1.127885], [-1.431898, -3.424592, 0.198464]], "forces_ev_per_a": [[-2.846, 4.304, -0.299], [0.400, -0.575, 0.298], [2.549, -1.394, -1.470], [-0.519, 0.115, -0.166], [0.249, -2.212, 0.489], [0.204, -0.211, 1.135], [0.416, 1.176, 1.858], [1.090, 0.707, -0.297], [0.411, -1.457, 2.683], [-0.476, -0.200, 0.544], [-0.071, 0.236, -1.649], [-0.534, -0.762, -0.609], [-0.872, 0.272, -2.515]], "mulliken_charge": [-0.55, -0.45, 0.20, 0.24, 0.28, 0.29, -0.78, 0.02, -0.27, 0.31, 0.32, 0.23, 0.16], "homo_lumo_gap_ev": 9.573, "e_tot_ha": -952.54682, "spin_multiplicity": 1, "lumo_energy_ev": 0.8, "smiles": "CSS.CO"}



{"formula": "C2H8OSSi", "method": "ωB97M-V/def2-TZVPD", "elements": ["C", "C", "O", "Si", "S", "H", "H", "H", "H", "H", "H", "H", "H"], "xyz": [[1.732076, 0.264101, 0.308111], [-1.351085, 0.711408, -0.951206], [-1.050271, 0.078970, 1.708749], [-0.137763, 0.045695, 0.314462], [0.198721, -3.210298, -0.565279], [2.099211, 1.349137, 0.638594], [2.181192, -0.396733, 0.892584], [2.055637, 0.229097, -0.636458], [-1.034232, 1.720199, -1.368974], [-1.321231, 0.193997, -1.964604], [-2.423595, 0.587944, -0.577359], [-1.325237, -0.728388, 2.065525], [-0.973624, -3.284314, 0.101626]], "forces_ev_per_a": [[-3.039, 5.759, 1.672], [0.037, -0.018, -2.045], [1.792, 1.622, -1.628], [-0.794, -1.544, -0.287], [-0.497, 2.074, 0.772], [-1.098, -2.065, -0.321], [1.889, -3.049, 2.512], [1.153, -0.634, -3.817], [-0.786, -0.592, 1.209], [0.130, -0.134, 1.429], [1.624, 0.688, -0.391], [-0.571, -1.936, 1.048], [0.158, -0.171, -0.153]], "mulliken_charge": [-1.01, -0.88, -0.44, 0.49, -0.53, 0.31, 0.35, 0.38, 0.33, 0.35, 0.27, 0.35, 0.03], "homo_lumo_gap_ev": 7.214, "e_tot_ha": -843.87708, "spin_multiplicity": 1, "lumo_energy_ev": -0.5}